[1]
DFT (ωB97M-V/def2-TZVPD) results for an isolated molecule of C5H7FSi at a distorted geometry.

The geometry in ORCA input format:
```
! RIJCOSX wB97M-V def2-TZVPD def2/J DEFGRID3
* xyz 0 1
C -2.73154 1.78193 -0.21546
C -1.96392 0.91116 -0.41624
Si -0.69194 -0.60950 -0.43648
C -0.42408 -0.87121 1.40770
F -1.61988 -1.80534 -1.15393
C 0.86093 -0.45325 -1.37864
C 1.79727 0.41725 -1.23129
H -3.51512 2.27150 0.24671
H 0.09326 -1.89054 1.51027
H 0.19316 -0.16364 2.02462
H -1.28342 -0.86064 1.95190
H 1.13300 -1.30586 -2.08238
H 2.58786 0.55198 -1.93813
H 1.52953 1.31256 -0.70824
*
```

Calculated values
HOMO-LUMO gap (hartree): 0.41429
SMILES: C#C[Si@@](C)(F)C=C
Energy relative to the best compared isomer or geometry (same formula, charge and spin) (kJ/mol): 51.6
Maximum force (eV/A): 5.57
Lowest unoccupied orbital energy (eV): 0.853
E_HOMO (eV): -10.4202
Electronic energy (hartree): -584.0381

[2]
DFT (ωB97M-V/def2-TZVPD) results for a structure of composition C5H7HgO4 at a distorted geometry.

The geometry in ORCA input format:
```
! RIJCOSX wB97M-V def2-TZVPD def2/J DEFGRID3
* xyz 1 3
O 1.99092 -0.31389 0.89918
C 1.07566 -0.22478 0.09608
C 1.23103 -0.42988 -1.36129
H 0.06178 0.04611 0.45417
H 0.58699 -1.27274 -1.65926
H 0.83567 0.45555 -1.88312
H 2.27251 -0.61858 -1.64130
O 0.36822 1.30851 3.96922
Hg 2.32345 -0.05576 3.30999
H -0.47464 4.01732 0.84607
O 0.10464 2.93236 2.46992
O -2.23974 1.90234 2.31872
C -0.87908 3.74685 1.83000
C -2.15214 2.95445 1.67615
C -0.28359 2.17165 3.45284
H -1.06239 4.65449 2.42407
H -3.04649 3.50065 1.32774
*
```

Calculated values
<S²>: 2.00
HOMO-LUMO gap (spin up / spin down) (hartree): 0.32127 / 0.27815
Energy relative to the best compared isomer or geometry (same formula, charge and spin) (kJ/mol): 0.0
Maximum force (eV/A): 3.38
Lowest unoccupied orbital energy (spin up / spin down) (eV): -3.259 / -6.890
E_HOMO (spin up / spin down) (eV): -12.0009 / -14.4584
Electronic energy (hartree): -648.7123

[3]
DFT (ωB97M-V/def2-TZVPD) results for an isolated molecule of C5H7I at a distorted geometry.

The geometry in ORCA input format:
```
! RIJCOSX wB97M-V def2-TZVPD def2/J DEFGRID3
* xyz 0 1
C 0.30229 1.49370 -1.34508
C 0.22214 1.27763 -0.15927
C -0.08386 1.05670 1.16179
C -1.38314 -0.24889 1.28416
C -0.84870 -1.69644 1.15448
I -2.88812 0.23264 -0.11237
H 0.23118 1.58333 -2.33778
H -0.61226 1.90232 1.57698
H 0.70030 0.61054 1.77550
H -1.75834 -0.08667 2.26051
H -0.00182 -1.92754 0.37413
H -1.71053 -2.28969 0.75504
H -0.52942 -2.12065 2.23716
*
```

Calculated values
HOMO-LUMO gap (hartree): 0.36199
SMILES: C#CC[C@H](C)I
Energy relative to the best compared isomer or geometry (same formula, charge and spin) (kJ/mol): 161.9
Maximum force (eV/A): 5.06
Lowest unoccupied orbital energy (eV): 0.614
E_HOMO (eV): -9.2364
Electronic energy (hartree): -492.2867

[4]
DFT (ωB97M-V/def2-TZVPD) results for a structure of composition C5H7I at a distorted geometry.

The geometry in ORCA input format:
```
! RIJCOSX wB97M-V def2-TZVPD def2/J DEFGRID3
* xyz 0 1
C 0.93123 -0.99745 1.10974
C -0.06067 -1.55368 0.09852
C 0.35082 1.02035 -1.07909
C -0.75570 1.14204 0.01069
C -0.15970 -0.10231 -0.22714
I -2.80478 1.42682 -0.65527
H 0.51997 -0.82156 2.14542
H 1.91145 -0.89614 0.76700
H 0.28352 -2.00368 -0.74148
H -0.90772 -1.85264 0.61851
H -0.08995 1.06884 -1.96679
H 1.28072 1.61774 -0.82454
H -0.49922 1.95169 0.74444
*
```

Calculated values
HOMO-LUMO gap (hartree): 0.32269
Energy relative to the best compared isomer or geometry (same formula, charge and spin) (kJ/mol): 264.5
Maximum force (eV/A): 4.62
Lowest unoccupied orbital energy (eV): 0.444
E_HOMO (eV): -8.3364
Electronic energy (hartree): -492.2476

[5]
DFT (ωB97M-V/def2-TZVPD) results for the ion C5H7IN with charge +1 at a distorted geometry.

The geometry in ORCA input format:
```
! RIJCOSX wB97M-V def2-TZVPD def2/J DEFGRID3
* xyz 1 1
C 0.14095 -2.19577 0.30843
N 0.39841 -0.96828 -0.01712
C 1.31557 -0.13553 -0.84728
I 3.25271 0.20605 0.05774
C 0.00838 0.39125 -0.14385
C -0.51573 1.43210 0.76213
C -1.31558 0.95555 -0.39119
H -0.77655 -2.33326 1.02190
H 0.84416 -3.04819 0.27388
H 1.36495 -0.24858 -1.88179
H -0.22795 2.48506 0.50305
H -0.82099 1.43116 1.85304
H -2.28057 0.38751 -0.25958
H -1.38775 1.64092 -1.23936
*
```

Calculated values
HOMO-LUMO gap (hartree): 0.30842
SMILES: C=[N+]1[C@H](I)C12CC2
Energy relative to the best compared isomer or geometry (same formula, charge and spin) (kJ/mol): 256.3
Maximum force (eV/A): 4.00
Lowest unoccupied orbital energy (eV): -5.361
E_HOMO (eV): -13.7539
Electronic energy (hartree): -546.7656

[6]
DFT (ωB97M-V/def2-TZVPD) results for the ion C5H7INO with charge +1 at a distorted geometry.

The geometry in ORCA input format:
```
! RIJCOSX wB97M-V def2-TZVPD def2/J DEFGRID3
* xyz 1 1
O 0.93063 -1.51519 -1.31517
C 0.73417 -0.75168 0.07454
I 2.09975 -1.36356 1.64353
C -0.74353 -1.06859 0.47615
C -1.59002 -0.04652 0.55267
C -1.04438 1.31167 0.46660
C 0.17322 1.62928 0.05567
N 1.05313 0.53316 -0.37231
H 0.40927 -2.27052 -1.62029
H -0.96725 -2.08319 0.29426
H -2.65438 -0.22277 0.71891
H -1.72964 1.94177 0.95195
H 0.55046 2.67218 -0.11758
H 0.72778 0.54665 -1.36620
H 2.05080 0.68729 -0.44273
*
```

Calculated values
HOMO-LUMO gap (hartree): 0.35033
SMILES: O[C@]1(I)C=CC=C[NH2+]1
Energy relative to the best compared isomer or geometry (same formula, charge and spin) (kJ/mol): 175.5
Maximum force (eV/A): 6.35
Lowest unoccupied orbital energy (eV): -4.267
E_HOMO (eV): -13.7995
Electronic energy (hartree): -622.0513

[7]
DFT (ωB97M-V/def2-TZVPD) results for a structure of composition C5H7IO at a distorted geometry.

The geometry in ORCA input format:
```
! RIJCOSX wB97M-V def2-TZVPD def2/J DEFGRID3
* xyz 0 1
C -1.39057 -0.13007 0.34196
C -1.03717 0.29566 -0.85950
C -0.30298 -0.30880 1.36305
C 0.40955 0.49488 -1.11819
C 1.02030 -0.08425 0.66943
O 1.00039 -0.27924 -2.08125
I 2.29045 1.38364 1.55103
H -2.41011 -0.32619 0.63212
H -1.73902 0.48243 -1.65865
H -0.46351 0.41877 2.16229
H -0.35869 -1.30671 1.81048
H 0.73619 1.52319 -1.23874
H 1.59034 -0.98314 0.46468
H 0.65483 -1.18017 -2.03870
*
```

Calculated values
HOMO-LUMO gap (hartree): 0.33882
Energy relative to the best compared isomer or geometry (same formula, charge and spin) (kJ/mol): 0.0
Maximum force (eV/A): 3.96
Lowest unoccupied orbital energy (eV): 0.591
E_HOMO (eV): -8.6288
Electronic energy (hartree): -567.5888

[8]
DFT (ωB97M-V/def2-TZVPD) results for a cluster of 3 separate species, C5H7IO4 in total at a distorted geometry.

The geometry in ORCA input format:
```
! RIJCOSX wB97M-V def2-TZVPD def2/J DEFGRID3
* xyz 0 1
C -0.33266 -0.65520 2.02925
C -0.44141 -0.43283 0.77216
C 1.12953 -2.98900 -0.90845
C 0.08017 1.99613 1.15167
C 0.00335 0.85216 0.10611
O 1.10677 -3.56662 0.05642
O -0.06296 -0.79445 3.17368
O -1.04152 -1.44308 -0.00780
O -0.99668 1.06464 -0.85803
I 0.81910 -0.16563 -3.94562
H 1.14992 2.27464 1.02344
H -0.57955 2.89396 0.84064
H -0.22630 1.64349 2.19811
H 0.94239 0.85734 -0.27481
H 0.68086 -1.40614 -2.92745
H -1.45808 -0.93106 -0.71748
H -0.77291 0.80164 -1.71183
*
```

Calculated values
HOMO-LUMO gap (hartree): 0.32544
Energy relative to the best compared isomer or geometry (same formula, charge and spin) (kJ/mol): 213.3
Maximum force (eV/A): 4.19
Lowest unoccupied orbital energy (eV): 0.303
E_HOMO (eV): -8.5527
Electronic energy (hartree): -793.2769

[9]
DFT (ωB97M-V/def2-TZVPD) results for a structure of composition C5H7MgO3Rb at a distorted geometry.

The geometry in ORCA input format:
```
! RIJCOSX wB97M-V def2-TZVPD def2/J DEFGRID3
* xyz 2 1
C -2.57648 1.03516 0.60062
C -3.57476 0.42574 -0.01024
H -2.34754 2.09665 0.52951
H -4.43659 0.99701 -0.34819
H -3.27687 -0.51880 -0.58090
O -1.34883 0.25284 0.79930
Mg 1.97121 1.99606 -0.67397
O -0.04675 1.62498 -0.44218
C -0.20162 0.64126 0.28478
O 0.67805 -0.30805 0.42423
C 2.13420 0.02399 0.13670
C 2.69196 -1.13116 -0.66517
H 2.54667 -0.00837 1.15511
H 2.86347 -2.03459 -0.05579
H 3.67222 -0.82282 -1.05684
H 2.06887 -1.39012 -1.53225
Rb -0.81721 -2.87979 1.43528
*
```

Calculated values
HOMO-LUMO gap (hartree): 0.30077
Maximum force (eV/A): 2.21
Lowest unoccupied orbital energy (eV): -8.460
E_HOMO (eV): -16.6443
Electronic energy (hartree): -644.0356

[10]
DFT (ωB97M-V/def2-TZVPD) results for an isolated molecule of C5H7N.

The geometry in ORCA input format:
```
! RIJCOSX wB97M-V def2-TZVPD def2/J DEFGRID3
* xyz 0 1
H 0.02640 2.25558 0.39168
N 0.51127 1.71389 1.11413
C -0.06054 0.59113 1.24928
C -1.27017 0.10467 0.47629
C -0.85134 -0.65279 -0.76986
C 0.42157 -0.81773 -0.96588
C 1.72059 -0.75209 -1.07461
H 0.39299 -0.11332 1.95754
H -1.81615 -0.62528 1.08749
H -1.94347 0.94260 0.26948
H -1.60020 -1.14089 -1.39187
H 2.06411 -0.21468 -1.94490
H 2.41421 -1.24173 -0.39857
*
```

Calculated values
HOMO-LUMO gap (hartree): 0.37557
SMILES: [H]/N=C\CC=C=C
Energy relative to the best compared isomer or geometry (same formula, charge and spin) (kJ/mol): 251.0
Maximum force (eV/A): 0.76
Lowest unoccupied orbital energy (eV): 0.943
E_HOMO (eV): -9.2770
Electronic energy (hartree): -249.3776

[11]
DFT (ωB97M-V/def2-TZVPD) results for an isolated molecule of C5H7N.

The geometry in ORCA input format:
```
! RIJCOSX wB97M-V def2-TZVPD def2/J DEFGRID3
* xyz 0 1
C -0.37935 1.70071 -1.99973
C -0.02443 0.65127 -1.52706
C 0.39893 -0.63003 -0.94725
N -0.24885 -0.98835 0.32451
C -0.74047 0.07005 1.18824
C 0.47065 -0.69853 1.55249
H -0.70032 2.63000 -2.41578
H 0.17180 -1.42633 -1.66453
H 1.49142 -0.61796 -0.83234
H -1.69262 -0.13390 1.67285
H -0.60444 1.09914 0.86022
H 0.42870 -1.47229 2.31640
H 1.42899 -0.18375 1.47199
*
```

Calculated values
HOMO-LUMO gap (hartree): 0.37830
SMILES: C#CCN1CC1
Energy relative to the best compared isomer or geometry (same formula, charge and spin) (kJ/mol): 327.2
Maximum force (eV/A): 0.51
Lowest unoccupied orbital energy (eV): 1.146
E_HOMO (eV): -9.1477
Electronic energy (hartree): -249.3486

[12]
DFT (ωB97M-V/def2-TZVPD) results for an isolated molecule of C5H7N.

The geometry in ORCA input format:
```
! RIJCOSX wB97M-V def2-TZVPD def2/J DEFGRID3
* xyz 0 1
C -0.33409 1.46116 -1.32188
C 0.08575 0.16845 -0.69552
C 1.42024 -0.07856 -0.33620
C 1.29843 -0.74149 0.84838
C -0.13671 -1.00110 1.22675
N -0.81852 -0.60453 -0.01498
H -0.73204 1.40831 -2.33919
H 0.57990 2.06766 -1.32678
H -1.09840 1.90241 -0.66521
H 2.11292 -1.08009 1.48287
H -0.34654 -2.01181 1.59953
H -0.51755 -0.29003 1.97952
H -1.51339 -1.20040 -0.43730
*
```

Calculated values
HOMO-LUMO gap (hartree): 0.28263
SMILES: CC1=C=CCN1
Energy relative to the best compared isomer or geometry (same formula, charge and spin) (kJ/mol): 365.5
Maximum force (eV/A): 0.50
Lowest unoccupied orbital energy (eV): 0.021
E_HOMO (eV): -7.6695
Electronic energy (hartree): -249.3340

[13]
DFT (ωB97M-V/def2-TZVPD) results for a structure of composition C5H7N at a distorted geometry.

The geometry in ORCA input format:
```
! RIJCOSX wB97M-V def2-TZVPD def2/J DEFGRID3
* xyz 0 1
C -0.83828 -1.85067 -0.05612
C 0.31329 -1.03379 -0.22426
C -0.19541 0.37376 -0.27106
C -0.34133 -0.40350 1.08903
C 0.70003 1.52724 -0.40299
N -1.40499 -1.36450 0.98359
H -1.24302 -2.57798 -0.84820
H 1.35671 -1.17281 -0.43226
H -1.10363 0.81723 -0.60176
H 0.01262 0.04548 2.00898
H 0.54656 2.11093 -1.40967
H 1.76232 1.28266 -0.22280
H 0.43513 2.24595 0.38752
*
```

Calculated values
HOMO-LUMO gap (hartree): 0.35787
Energy relative to the best compared isomer or geometry (same formula, charge and spin) (kJ/mol): 373.3
Maximum force (eV/A): 4.78
Lowest unoccupied orbital energy (eV): 1.095
E_HOMO (eV): -8.6432
Electronic energy (hartree): -249.3311

[14]
DFT (ωB97M-V/def2-TZVPD) results for an isolated molecule of C5H7N at a distorted geometry.

The geometry in ORCA input format:
```
! RIJCOSX wB97M-V def2-TZVPD def2/J DEFGRID3
* xyz 0 1
N 1.25111 -0.74853 1.55630
C 1.65724 -0.29454 0.55607
C 1.06738 0.27112 -0.68341
C -0.29445 0.92749 -0.54436
C -0.25602 -1.11285 1.73238
C -1.31561 0.68433 -1.36272
H 1.00077 -0.56395 -1.39234
H 1.81094 0.97254 -1.05382
H -0.39526 1.67866 0.23543
H -0.59899 -0.75635 2.69866
H -0.40465 -2.19828 1.66815
H -1.25690 -0.06517 -2.15053
H -2.26556 1.20555 -1.25979
*
```

Calculated values
HOMO-LUMO gap (spin up / spin down) (hartree): 0.27693 / 0.31471
Energy relative to the best compared isomer or geometry (same formula, charge and spin) (kJ/mol): 509.4
Maximum force (eV/A): 5.04
Lowest unoccupied orbital energy (spin up / spin down) (eV): -0.075 / 0.143
E_HOMO (spin up / spin down) (eV): -7.6105 / -8.4206
Electronic energy (hartree): -249.2792

[15]
DFT (ωB97M-V/def2-TZVPD) results for an isolated molecule of C5H7N at a distorted geometry.

The geometry in ORCA input format:
```
! RIJCOSX wB97M-V def2-TZVPD def2/J DEFGRID3
* xyz 0 1
C -1.24837 1.98565 0.30792
C 0.50796 0.31042 0.03884
C -0.25597 -0.81387 -0.09623
C 1.92827 0.45119 0.03871
C -1.76445 -0.78419 -0.11125
N -0.25430 1.36825 0.33407
H 0.27554 -1.76757 -0.14572
H 2.34345 0.16060 0.95644
H 2.40914 1.40401 -0.13414
H 2.18652 -0.14922 -0.77514
H -2.09326 -1.82890 -0.37151
H -2.02015 -0.03218 -0.90150
H -2.01439 -0.30419 0.85952
*
```

Calculated values
HOMO-LUMO gap (hartree): 0.37077
Energy relative to the best compared isomer or geometry (same formula, charge and spin) (kJ/mol): 244.4
Maximum force (eV/A): 3.53
Lowest unoccupied orbital energy (eV): 0.977
E_HOMO (eV): -9.1127
Electronic energy (hartree): -249.3802

[16]
DFT (ωB97M-V/def2-TZVPD) results for a structure of composition C5H7N at a distorted geometry.

The geometry in ORCA input format:
```
! RIJCOSX wB97M-V def2-TZVPD def2/J DEFGRID3
* xyz 0 1
C 0.50817 -0.90471 -0.89028
C -0.22655 0.40045 -1.08374
C -0.80244 0.82576 0.24345
C -0.42932 -0.20671 1.28160
C 0.87194 -0.30807 0.47580
N 0.54893 1.20972 -0.14991
H 1.37283 -1.03492 -1.54202
H -0.10980 -1.81352 -0.90643
H -0.55248 0.84520 -2.01406
H -1.56378 1.59081 0.31180
H -1.07246 -1.09601 1.33661
H -0.27961 0.20117 2.28168
H 1.73457 0.29082 0.65552
*
```

Calculated values
HOMO-LUMO gap (hartree): 0.38139
Energy relative to the best compared isomer or geometry (same formula, charge and spin) (kJ/mol): 419.7
Maximum force (eV/A): 3.48
Lowest unoccupied orbital energy (eV): 1.188
E_HOMO (eV): -9.1903
Electronic energy (hartree): -249.3134

[17]
DFT (ωB97M-V/def2-TZVPD) results for a structure of composition C5H7N at a distorted geometry.

The geometry in ORCA input format:
```
! RIJCOSX wB97M-V def2-TZVPD def2/J DEFGRID3
* xyz 0 1
C 0.87808 -0.11449 1.27873
C 0.01053 0.82375 0.45947
C 0.39787 0.10179 -0.87034
C -1.07699 -0.00586 -1.21326
N -1.13110 -0.16581 0.29779
C 0.20392 -0.95957 0.22239
H 1.97125 -0.01183 1.19553
H 0.55681 -0.28879 2.30025
H -0.12786 1.90237 0.64876
H 1.18754 0.76314 -1.12136
H -1.50341 -0.89671 -1.70049
H -1.50484 0.90021 -1.64814
H 0.13818 -2.04818 0.15067
*
```

Calculated values
HOMO-LUMO gap (hartree): 0.36363
Energy relative to the best compared isomer or geometry (same formula, charge and spin) (kJ/mol): 462.4
Maximum force (eV/A): 2.83
Lowest unoccupied orbital energy (eV): 1.211
E_HOMO (eV): -8.6834
Electronic energy (hartree): -249.2971